No. 1
{
  "formula": "C30H38MoN4O2",
  "method": "ωB97M-V with the def2-TZVPD basis set",
  "species": ["H", "C", "C", "H", "H", "C", "N", "C", "H", "H", "C", "H", "H", "H", "C", "C", "C", "C", "C", "H", "C", "C", "C", "H", "H", "H", "O", "C", "N", "H", "H", "H", "H", "H", "H", "C", "C", "H", "H", "H", "H", "H", "H", "H", "Mo", "C", "C", "C", "C", "C", "C", "C", "C", "C", "C", "H", "H", "C", "H", "H", "H", "H", "H", "O", "N", "H", "C", "C", "C", "H", "H", "H", "H", "H", "N"],
  "positions_angstrom": [[4.51787, -0.20491, -5.23766], [-0.68907, -2.74962, -2.33147], [0.34439, -0.26754, 3.01059], [-1.42894, 1.96404, -2.41788], [1.60662, 4.10566, 0.18124], [0.61897, -2.61343, 3.57722], [-1.08045, 2.01648, -0.36127], [-1.81769, -1.95813, -1.91080], [-0.91855, 2.29414, 4.73316], [0.15565, 1.88837, 2.87587], [1.36465, -4.41158, -3.21800], [2.63911, -3.26970, -1.91158], [-2.22384, 3.40881, 0.74175], [-0.30841, -3.97353, 2.20236], [-0.46282, -1.93819, 1.54731], [-0.20115, -0.56414, 1.73309], [0.62613, -2.57778, -1.85129], [2.62112, 0.51697, -2.51131], [1.96885, 2.06159, 0.78281], [1.25746, 1.34583, 4.14481], [0.80351, -1.27054, 3.86421], [-1.85530, 2.38250, 0.83923], [3.64029, -0.05105, -4.62658], [-4.09287, 1.55189, -1.10303], [-0.13742, -5.37628, -4.42529], [-3.41689, 0.86352, -2.55023], [0.22102, 0.51309, -2.35680], [-0.43944, 0.79538, 6.01565], [-1.78547, -0.94389, -1.12174], [0.51937, 1.21129, 6.31377], [-2.78819, -2.27605, -2.29562], [-2.70748, 1.72084, 0.95822], [-0.97189, -2.28233, 0.65606], [-1.95115, -3.91508, -3.62157], [-1.23664, 2.30974, 1.72338], [-0.07968, -2.94135, 2.43347], [3.76101, 0.34044, -3.31653], [3.69010, 1.62318, -0.99950], [4.73958, 0.51431, -2.88507], [2.99634, 2.42477, 0.85449], [-1.21721, 1.12110, 6.70214], [0.23987, -0.12762, -4.83975], [1.74039, 1.55685, 1.71367], [-0.39707, -0.28852, 5.99772], [0.02471, -0.04220, -0.46638], [2.76344, 1.08240, -1.20238], [1.22830, -0.00953, -4.41601], [-3.19212, 1.08460, -1.50509], [1.34054, 0.33795, -3.06920], [-3.02449, -0.25031, -0.77579], [-0.93953, -3.77723, -3.25896], [-2.02294, 2.08940, -1.51907], [0.33708, 1.11086, 3.60925], [1.64006, -3.42038, -2.29783], [1.01199, 3.25253, 0.51284], [1.32293, -0.99740, 4.77605], [2.16440, -5.05459, -3.56096], [2.36218, -0.21822, -5.17232], [0.98904, -3.37679, 4.24774], [0.44016, 2.84462, -1.53265], [-2.33182, 1.06945, 3.21502], [2.25911, -0.50692, -6.21020], [-3.88634, -0.87826, -1.01398], [0.95440, -1.62804, -0.96104], [-0.78689, 1.28662, 4.64695], [-2.85433, 1.00061, 4.92302], [0.06951, -4.59552, -3.70772], [-2.09051, 0.70447, 4.20828], [-0.04106, 3.07221, -0.58300], [-3.01522, -0.12690, 0.30790], [-2.43846, 3.10203, -1.53843], [-0.56041, 4.02858, -0.70604], [-1.99149, -0.37682, 4.18227], [0.54898, 3.57971, 1.44641], [1.85410, 1.08356, -0.28795]],
  "forces_ev_per_angstrom": [[0.00, 0.00, 0.00], [-0.04, 0.03, 0.01], [-0.04, 0.00, -0.01], [0.01, -0.05, 0.01], [0.01, -0.01, 0.00], [0.00, -0.02, 0.00], [0.02, 0.05, 0.07], [0.02, -0.04, -0.03], [0.00, 0.00, 0.00], [0.00, -0.02, -0.03], [-0.03, 0.00, -0.01], [0.00, 0.00, 0.00], [0.00, 0.00, 0.00], [0.00, 0.00, 0.01], [-0.03, -0.03, 0.02], [0.01, 0.01, -0.04], [0.00, 0.05, 0.00], [0.01, 0.00, 0.02], [0.00, 0.03, -0.05], [-0.01, 0.00, 0.01], [0.01, 0.01, 0.02], [0.00, 0.00, -0.02], [-0.02, 0.00, 0.01], [0.03, 0.01, 0.05], [0.00, 0.00, 0.00], [-0.03, 0.04, 0.00], [0.00, -0.01, 0.03], [0.00, 0.00, 0.00], [0.08, 0.11, 0.06], [0.00, 0.00, 0.00], [0.00, 0.00, 0.00], [0.01, -0.01, 0.01], [0.02, -0.01, -0.01], [0.00, 0.00, 0.00], [0.01, 0.02, -0.01], [-0.02, 0.01, -0.01], [0.01, -0.01, -0.03], [-0.01, 0.00, -0.01], [0.00, 0.00, 0.00], [0.00, 0.00, 0.00], [0.00, 0.00, 0.00], [0.00, 0.00, 0.00], [-0.02, -0.02, 0.04], [0.00, 0.00, -0.01], [0.02, 0.01, -0.08], [0.03, 0.00, -0.01], [0.00, -0.01, -0.04], [0.03, 0.01, -0.03], [-0.03, 0.00, 0.02], [-0.03, -0.08, -0.05], [-0.01, -0.02, -0.01], [-0.06, -0.03, -0.01], [0.04, 0.00, 0.01], [0.03, -0.02, -0.01], [0.01, -0.01, 0.01], [0.00, 0.01, 0.00], [0.00, 0.00, 0.00], [0.01, 0.00, 0.00], [0.00, 0.00, 0.00], [0.00, 0.00, -0.01], [0.01, 0.00, 0.01], [0.00, 0.00, 0.00], [0.02, -0.02, -0.01], [-0.02, -0.03, 0.05], [0.01, -0.01, -0.01], [0.00, 0.00, 0.00], [0.02, 0.02, 0.02], [-0.01, 0.00, 0.00], [-0.01, 0.00, 0.02], [-0.03, 0.01, 0.00], [0.00, 0.00, -0.04], [0.00, 0.00, 0.01], [0.00, 0.00, 0.00], [0.00, 0.00, -0.01], [-0.04, 0.02, 0.02]],
  "total_charge": 2,
  "homo_ev": [-13.232, -13.374],
  "multiplicity": 3,
  "orbital_gap_ev": [6.9, 7.3],
  "s_squared": 2.0235,
  "e_lumo_ev": [-6.3, -6.0]
}

No. 2
{
  "formula": "C30H38N8",
  "method": "ωB97M-V with the def2-TZVPD basis set",
  "species": ["H", "H", "C", "H", "H", "H", "C", "C", "C", "H", "C", "C", "H", "C", "C", "H", "C", "H", "H", "H", "H", "H", "H", "H", "H", "H", "C", "H", "H", "H", "N", "H", "C", "C", "C", "H", "C", "N", "H", "N", "H", "H", "N", "N", "C", "C", "C", "C", "H", "H", "H", "H", "C", "C", "H", "C", "H", "C", "H", "N", "C", "H", "C", "H", "C", "C", "H", "H", "H", "N", "C", "N", "H", "C", "C", "C"],
  "positions_angstrom": [[3.35527, -2.68902, 2.80719], [3.00224, 8.99049, 1.34595], [0.89285, -4.59237, 3.18726], [0.27923, -5.35739, 3.63962], [-4.51850, 0.40956, 4.38428], [-1.11470, 0.14901, -2.83636], [4.60885, 0.53316, -6.10531], [4.36195, 6.07937, 1.24288], [4.63984, -0.27598, -4.98241], [-4.45877, -4.00062, 4.01885], [-2.11264, 1.97178, -2.80088], [4.37608, 7.41244, 1.69951], [5.46057, 1.01034, -6.56713], [-5.03735, -3.93931, 1.90478], [2.23576, -4.41243, 3.28077], [-2.80431, -0.75671, 8.10214], [-2.47688, -0.54784, 4.92588], [-4.88530, -3.20199, -0.11185], [-1.73537, -0.33994, 4.16870], [5.04366, 7.96266, 2.34604], [1.61440, -3.47376, -5.51896], [1.65093, 2.88789, -0.85340], [5.08364, 5.29661, 1.42413], [-6.01062, -4.40679, 1.88007], [2.77251, 1.34119, -7.02649], [-2.32680, -2.63033, 3.14399], [-4.16035, -0.11463, 6.40628], [5.53515, -0.60059, -4.47306], [-2.95012, -0.77572, -4.46343], [1.42947, -1.66876, 1.74092], [-1.98095, -0.84750, 6.20123], [1.51129, 0.04798, -5.17672], [-3.00613, -0.54984, 7.06152], [-4.27168, -3.72547, 2.99138], [-0.04036, 0.81488, 0.88705], [1.54995, -4.76134, -4.32480], [3.40931, -0.56207, -4.45577], [2.51322, 0.14762, -5.25617], [-5.05897, 0.21761, 6.90478], [2.47855, -3.18587, 2.73942], [-0.68486, -3.35557, 2.10425], [1.77999, 7.51016, -0.17990], [-1.90049, 0.64634, -3.23043], [-4.47023, -3.34047, 0.79846], [2.65638, 7.10698, 0.30568], [-3.68562, 1.39709, -4.28251], [0.61670, -3.01124, -3.70499], [-3.23756, -2.82009, 1.19008], [-1.50834, 2.46333, -2.05282], [0.53869, 2.77408, 1.41158], [3.08120, 4.93663, -0.06007], [-2.55540, -2.24716, 0.57951], [0.99555, 0.73617, -1.04515], [1.18061, 2.00847, -0.43887], [3.11737, -1.03768, -3.53113], [3.25690, 0.76279, -6.25370], [-0.09940, -1.05684, -0.35948], [0.33710, -3.53109, 2.40620], [2.87729, -4.87827, 4.01413], [0.31530, -2.24818, -2.89724], [-3.81935, -0.05817, 5.06163], [-1.07723, -1.16245, 6.52400], [-3.12538, -3.06554, 2.56154], [-4.50081, 1.49279, -4.98444], [3.35142, 5.90734, 0.32866], [-3.18111, 2.48884, -3.57811], [0.16402, -4.38513, -5.34450], [-0.46362, 0.51187, 1.83332], [-3.63401, 3.46926, -3.58324], [3.28291, 8.03828, 1.15998], [0.97929, -3.94604, -4.76950], [0.53258, 2.02583, 0.73320], [1.43817, 0.46837, -1.99319], [-2.91544, 0.24414, -4.10978], [1.34549, -2.68151, 2.10649], [0.15697, -0.01966, -0.20156]],
  "forces_ev_per_angstrom": [[-0.19, -0.25, -0.22], [0.01, -0.34, -0.25], [-1.52, -0.47, -0.65], [0.30, -0.22, -0.11], [0.56, -0.36, -0.71], [-0.35, -0.53, -0.16], [-1.62, 0.40, 0.34], [2.14, 1.30, 1.11], [1.66, -1.61, 2.33], [-0.22, -0.16, -0.19], [-0.97, -0.32, -2.18], [-0.25, -1.05, -0.08], [-0.32, -0.20, -0.32], [-1.57, 0.13, -0.93], [-0.55, 0.74, 1.45], [-0.40, 0.10, 0.12], [-0.59, 1.28, 0.38], [0.06, -0.29, 0.32], [-0.36, -0.47, -0.40], [0.00, -0.28, 0.02], [0.14, 0.26, 0.24], [0.09, -0.11, 0.13], [0.16, 0.29, 0.39], [0.07, 0.05, -0.30], [-0.17, -0.02, 0.15], [-0.13, -0.36, 0.16], [1.89, -0.43, 1.51], [0.15, -0.09, -0.12], [-0.13, 0.27, -0.12], [-0.37, -0.22, -0.44], [-2.66, 1.16, -0.75], [0.21, 0.33, -0.31], [-0.08, -0.66, 1.12], [0.46, -0.36, 1.01], [-1.35, -1.90, 1.32], [0.00, -0.02, -0.04], [-0.37, 1.17, -0.87], [1.30, -0.57, -0.20], [0.02, -0.16, -0.17], [0.76, 0.52, -0.98], [0.12, -0.41, 0.12], [-0.05, -0.62, -0.27], [-0.80, 1.64, 0.96], [1.16, 0.06, 0.46], [-0.27, 1.55, 0.42], [-0.33, -1.27, -1.57], [-0.49, 0.27, -0.27], [-0.74, -0.28, 1.42], [0.21, -0.31, -0.16], [-0.07, -0.25, -0.20], [-0.12, 0.34, -0.45], [-0.34, -0.16, -0.31], [0.38, 2.09, 0.13], [0.60, -1.01, -2.33], [-0.01, -0.08, -0.22], [-0.90, 0.63, -0.71], [-0.21, 0.15, 0.28], [-0.53, -0.14, -0.13], [0.37, -0.04, -0.47], [0.17, -0.26, -0.31], [1.86, -0.52, -0.49], [-0.21, 0.08, -0.57], [1.02, 1.42, -1.65], [-0.12, -0.26, 0.07], [-1.95, 0.89, 0.07], [1.33, -1.15, 1.82], [-0.38, 0.23, 0.50], [-0.28, 0.30, -0.02], [0.26, -0.04, 0.25], [0.32, -2.10, -0.96], [0.56, -0.34, -0.17], [-0.05, -0.31, 0.20], [-0.13, -0.07, 0.01], [0.99, 1.87, 1.20], [1.82, 0.45, 1.36], [0.97, 1.08, 0.40]],
  "homo_ev": -7.794,
  "smiles": "c1cc[nH]c1.c1cc[nH]c1.c1cc[nH]c1.c1cc[nH]c1.c1cc[nH]c1.c1cc[nH]c1.c1cc[nH]c1.CC#N",
  "orbital_gap_ev": 8.3,
  "e_lumo_ev": 0.5
}

No. 3
{
  "formula": "C30H38ORhS3",
  "method": "ωB97M-V with the def2-TZVPD basis set",
  "species": ["C", "H", "H", "C", "C", "H", "C", "S", "H", "H", "H", "H", "C", "C", "H", "C", "H", "H", "C", "C", "H", "H", "H", "C", "C", "C", "Rh", "C", "H", "C", "H", "C", "H", "C", "S", "H", "H", "H", "C", "H", "C", "H", "H", "C", "H", "H", "C", "H", "H", "C", "H", "H", "H", "C", "H", "H", "H", "C", "H", "C", "S", "H", "H", "C", "C", "H", "H", "C", "C", "C", "H", "C", "O"],
  "positions_angstrom": [[-2.14196, -1.10817, -2.29212], [4.53688, -1.83663, -2.28000], [1.34288, 4.30028, -2.17766], [2.25157, 2.71267, -0.23173], [1.51368, -0.45010, -1.44361], [3.68803, 1.51616, -2.28206], [-0.74887, -0.28972, 2.62627], [-3.25677, 1.02985, 2.05727], [1.46638, 3.21369, 0.33475], [-3.22922, 0.78336, -2.30985], [3.24856, -0.13306, 0.78605], [2.29622, -3.19495, -1.13708], [-1.00287, 1.81396, 1.15297], [-2.88095, -3.42732, 2.38002], [-2.05406, -4.92599, 3.75139], [-1.50040, -1.59763, 2.76475], [3.83499, -0.38807, -2.99826], [-3.33667, -2.83373, -1.78860], [0.81901, 1.46510, 5.77016], [-1.56923, 0.78253, 1.87994], [-2.02356, -2.55068, -0.64741], [3.63895, -2.78913, -0.09262], [0.42235, 3.13927, -3.13177], [-2.03925, -3.93913, 3.31751], [2.87689, -1.06966, -1.13645], [3.60038, -1.31145, -2.47183], [-0.01617, -0.10472, 0.00069], [3.73936, -0.23973, -0.18454], [3.28713, 3.14683, -2.79731], [-0.35181, 0.26359, 3.97608], [-4.22084, -0.62421, -1.95105], [0.39691, -1.30330, -1.68897], [4.67783, -0.77003, -0.02148], [-2.19630, -1.18947, -3.82708], [-0.87785, -2.79702, 3.82693], [2.51781, 1.76876, -3.58153], [-0.81075, 1.17557, 7.15063], [2.99621, -1.93630, -3.13250], [0.99677, 0.92457, -1.58608], [1.55037, 1.99228, 6.36109], [0.79089, 3.36175, -2.12879], [-1.07524, 1.65307, -1.96292], [2.00475, -2.36174, 0.40925], [-2.29814, -2.51322, -1.70218], [-3.15279, -1.61544, -4.13351], [-4.11389, 3.04486, 0.98364], [-2.56644, -2.07909, 2.05812], [-3.13946, 0.02672, -0.71368], [-3.12061, -1.50283, 1.33258], [1.72913, 2.26330, -1.60663], [0.06961, 1.97529, 1.14138], [-2.07299, -0.09878, 5.22400], [-1.71374, 3.67465, 0.16099], [-0.40818, 1.02489, 6.16012], [3.99044, 0.74693, -0.56175], [-0.06096, 3.52226, -1.46710], [2.64200, 1.89928, 0.37402], [2.87733, 2.15135, -2.62413], [-3.69906, -3.98061, 1.94266], [-1.08644, 0.33277, 5.12144], [1.17027, 1.03755, 4.15277], [-1.40227, -1.82797, -4.21747], [-1.68816, -3.23954, -2.24183], [-3.24274, -0.17313, -1.78410], [2.67293, -2.43540, -0.45130], [0.44064, -2.37892, -1.66410], [-2.10388, -0.20168, -4.28143], [-0.40871, 0.81257, -1.87427], [-3.20727, 2.48341, 1.14704], [-0.79197, -0.54148, -1.94870], [3.05073, 3.44132, -0.37460], [-1.95627, 2.78275, 0.71923], [0.42883, -0.50319, 1.86638]],
  "forces_ev_per_angstrom": [[-0.04, 0.10, 0.02], [0.00, 0.00, 0.00], [0.00, 0.00, 0.01], [0.01, -0.01, 0.05], [0.00, -0.25, 0.08], [-0.03, 0.03, -0.01], [0.09, 0.08, 0.12], [-0.02, -0.04, -0.09], [-0.01, 0.01, 0.00], [0.01, 0.00, 0.01], [0.00, -0.01, 0.00], [-0.03, 0.01, 0.00], [0.21, -0.14, 0.21], [0.00, -0.01, -0.01], [0.00, 0.00, 0.00], [0.00, 0.01, 0.04], [-0.01, -0.03, 0.00], [0.01, -0.01, -0.03], [-0.01, 0.00, 0.02], [0.10, -0.25, -0.06], [-0.02, 0.02, 0.07], [0.01, -0.01, -0.02], [0.00, 0.00, 0.00], [0.01, 0.01, 0.01], [0.01, 0.05, -0.01], [0.03, 0.01, 0.00], [-1.30, 1.36, 0.61], [0.04, -0.02, 0.02], [0.00, 0.00, 0.00], [0.00, 0.05, -0.02], [0.00, 0.00, -0.02], [0.13, -0.13, -0.02], [0.00, -0.01, 0.01], [-0.07, 0.00, 0.01], [0.00, 0.00, -0.03], [0.00, -0.01, 0.00], [0.00, 0.00, 0.00], [0.00, 0.00, 0.00], [0.04, -0.24, -0.04], [0.00, 0.00, 0.00], [0.01, -0.01, 0.02], [-0.04, -0.01, 0.03], [0.01, 0.02, 0.01], [-0.03, 0.01, -0.02], [0.00, 0.00, 0.00], [0.00, 0.00, -0.01], [0.04, 0.00, -0.02], [0.00, -0.03, 0.01], [0.00, -0.03, -0.04], [-0.10, 0.04, 0.01], [0.00, 0.12, 0.09], [0.00, 0.00, -0.01], [0.01, 0.00, 0.00], [0.03, 0.02, 0.00], [0.02, -0.08, -0.01], [-0.02, -0.01, 0.01], [-0.07, 0.09, -0.01], [0.01, 0.03, -0.03], [0.00, 0.01, 0.00], [0.00, -0.01, -0.02], [-0.01, 0.00, -0.02], [0.00, 0.00, 0.00], [0.02, 0.00, 0.02], [0.00, -0.01, 0.04], [0.00, 0.02, -0.03], [-0.06, -0.01, 0.07], [0.01, 0.00, 0.00], [0.40, -0.09, -0.35], [0.04, -0.01, 0.02], [0.32, -0.19, -0.16], [0.00, 0.00, 0.00], [-0.09, -0.04, -0.07], [0.30, -0.43, -0.49]],
  "total_charge": 1,
  "homo_ev": -10.935,
  "orbital_gap_ev": 6.6,
  "e_lumo_ev": -4.3
}